No. 1
C27H67O17P4Ti2 | wB97M-V/def2-TZVPD

Values from the calculation:
Kohn-Sham gap (alpha / beta): 5.87 / 8.71 eV
HOMO energy (alpha / beta): -8.51 / -11.62 eV

Structure (ORCA input):
```
! RIJCOSX wB97M-V def2-TZVPD def2/J DEFGRID3
* xyz 1 7
Ti -3.0910 -0.8246 -4.0453
Ti 0.2744 -0.1868 -4.2334
C -0.1475 -0.2116 -0.3610
C -1.4784 -0.0225 -1.0955
C -2.2242 1.1518 -0.5756
O -1.5124 0.0599 -2.4898
H 0.6511 -0.0102 -1.0750
H -0.0367 -1.2033 0.0774
H -0.0446 0.4189 0.5222
H -2.0412 -0.9225 -0.8479
H -1.8301 2.0869 -0.9736
H -2.3667 1.1265 0.5047
H -3.1833 1.2417 -1.0856
C 5.6547 2.0327 -5.4811
C 4.5466 2.7920 -4.7057
O 4.2259 2.1745 -3.5453
P 2.7063 2.2295 -2.8700
O 1.6240 1.7548 -3.7302
O 2.7993 1.4749 -1.4249
C 3.7949 1.6679 -0.4941
C 3.4020 2.8819 0.4576
O 2.7066 3.7636 -2.4290
C 1.4863 4.4587 -2.0330
C 0.7416 4.8700 -3.3053
H 5.2349 1.0350 -5.6091
H 5.9790 2.5266 -6.3971
H 6.6430 1.9694 -5.0259
H 4.9654 3.7501 -4.3978
H 3.6593 3.0835 -5.2679
H 3.7237 0.7556 0.0982
H 4.7878 1.7089 -0.9420
H 2.3682 2.9819 0.7881
H 4.0010 2.6521 1.3388
H 3.7132 3.8622 0.0966
H 0.8392 3.8383 -1.4130
H 1.7087 5.4157 -1.5609
H 1.4113 5.4918 -3.8995
H 0.4585 4.0554 -3.9719
H -0.1748 5.3838 -3.0152
C -6.5143 -1.3432 1.1824
C -5.0421 -1.1626 1.4834
O -4.6642 -2.0597 2.5299
P -3.1147 -1.9851 3.1542
O -2.4663 -0.6643 2.9623
O -2.3016 -3.2628 2.5193
C -0.9618 -3.5898 3.0390
C -0.5020 -4.9467 2.5248
O -3.1363 -2.4392 4.7231
C -3.7958 -3.6491 5.0412
C -3.1432 -4.2412 6.2632
H -7.1585 -0.6838 1.7640
H -6.8626 -1.1442 0.1688
H -6.8306 -2.3807 1.2902
H -4.5136 -1.1491 0.5301
H -4.9712 -0.1636 1.9136
H -0.2507 -2.9007 2.5832
H -1.0853 -3.7193 4.1142
H -0.8635 -5.7305 3.1906
H -0.7113 -5.0602 1.4612
H 0.5857 -4.9989 2.4768
H -4.8104 -3.4030 5.3543
H -3.8317 -4.3922 4.2446
H -3.6438 -5.1609 6.5661
H -2.1294 -4.6032 6.0919
H -3.1210 -3.5528 7.1079
C -0.9297 -4.8229 -1.6765
C -0.1465 -3.6245 -2.0730
O 1.0434 -4.1278 -2.7335
P 1.8286 -3.3745 -3.8851
O 1.7344 -1.8817 -3.8931
O 1.3139 -4.2616 -5.2377
C 1.1291 -5.6153 -5.2392
C 2.4054 -6.4159 -5.4744
O 3.3093 -4.0360 -3.6407
C 4.2523 -3.1596 -2.9187
C 3.7379 -2.8300 -1.4958
H -1.7631 -4.5665 -1.0224
H -1.3806 -5.3478 -2.5187
H -0.4312 -5.5733 -1.0629
H -0.6979 -2.8792 -2.6462
H 0.0115 -3.0926 -1.1347
H 0.5987 -6.0025 -4.3692
H 0.3731 -5.9179 -5.9638
H 2.0258 -7.4061 -5.7264
H 2.9240 -5.9823 -6.3294
H 3.1702 -6.5739 -4.7140
H 5.2867 -3.4865 -3.0248
H 4.1814 -2.2456 -3.5083
H 4.2237 -2.0414 -0.9212
H 2.6726 -2.6256 -1.3886
H 4.0021 -3.7156 -0.9179
C -3.3025 4.2968 1.1861
C -1.7845 4.0385 1.0618
O -0.9917 4.8890 1.8385
P -0.7363 4.4572 3.4272
O -1.8747 4.5904 4.2928
O 0.0392 3.0665 3.1989
C -0.5517 1.8457 3.5377
C 0.4023 0.7304 3.6703
O 0.4515 5.4137 3.8549
C 0.0510 6.7596 3.9903
C -0.4238 7.1532 5.4786
H -3.6704 3.7761 2.0701
H -3.5481 5.3543 1.0885
H -3.8765 3.7302 0.4529
H -1.5735 2.9841 1.2399
H -1.5736 4.3450 0.0373
H -1.1702 1.9789 4.4254
H -1.2232 1.5653 2.7262
H 1.0831 0.8886 4.5067
H -0.1243 -0.2070 3.8496
H 1.0641 0.6234 2.8109
H 0.8626 7.4451 3.7466
H -0.8105 7.1174 3.4265
H -0.5678 8.1987 5.7512
H -1.3900 6.6806 5.6554
H 0.2286 6.9573 6.3295
*
```

***

No. 2
C27H69Br6Cl2N5O5 | wB97M-V/def2-TZVPD

Values from the calculation:
Kohn-Sham gap: 8.64 eV
HOMO energy: -8.59 eV
structure (SMILES): COC[C@H](C)N.COC[C@H](C)N.COC[C@H](C)N.COC[C@H](C)N.COC[C@H](C)N.BrCCBr.BrCCBr.BrCCBr.ClCCl

Structure (ORCA input):
```
! RIJCOSX wB97M-V def2-TZVPD def2/J DEFGRID3
* xyz 0 1
Br -2.6073 -2.8067 12.1253
C -2.1020 -4.2706 13.3429
C -3.3157 -5.0038 13.8372
Br -2.6653 -6.2698 15.2841
H -1.5927 -3.7973 14.1824
H -1.4011 -4.9618 12.8748
H -3.8576 -5.4856 13.0234
H -3.9509 -4.2339 14.2753
Br 0.9010 -1.9926 10.5792
C 0.7952 -0.1450 11.3129
C -0.0254 -0.2129 12.5609
Br 0.1326 1.5183 13.4529
H 0.3471 0.5184 10.5732
H 1.8081 0.2369 11.4409
H 0.1628 -1.0888 13.1818
H -1.0700 -0.3378 12.2754
Br -1.7585 1.9401 9.2143
C -2.9562 0.3679 9.5818
C -4.1693 0.8518 10.3664
Br -5.4468 -0.6285 10.4620
H -2.3816 -0.4565 10.0040
H -3.2611 -0.0400 8.6181
H -4.6674 1.6518 9.8188
H -3.9263 1.1396 11.3893
C 0.7917 -5.7702 8.8892
C 2.2335 -5.5303 8.5884
C 2.6314 -4.5944 7.3338
O 2.1610 -5.2005 6.1292
C 2.3577 -4.4676 4.9444
N 2.7817 -4.9741 9.6876
H 0.6260 -6.1652 9.8915
H 0.4452 -6.6077 8.2838
H 0.1932 -4.8912 8.6501
H 2.8025 -6.4541 8.4839
H 3.7131 -4.4890 7.2508
H 2.1393 -3.6469 7.5534
H 1.8992 -3.4924 5.1088
H 1.7940 -4.9063 4.1211
H 3.4292 -4.4933 4.7465
H 2.4825 -4.0203 9.8320
H 2.2999 -5.5025 10.4009
C -7.5258 3.0281 14.4283
C -6.1093 2.7467 14.8118
C -5.4963 1.5236 14.0988
O -4.3994 1.0122 14.8253
C -3.6055 0.0214 14.0942
N -5.2532 3.9200 14.7234
H -8.1020 2.1743 14.7850
H -7.7506 3.3423 13.4090
H -7.9851 3.7403 15.1138
H -6.0806 2.4624 15.8637
H -5.2375 1.8249 13.0838
H -6.2604 0.7489 14.1622
H -2.7010 -0.2540 14.6365
H -3.2474 0.3864 13.1316
H -4.0996 -0.9080 13.8108
H -4.9017 3.9660 13.7776
H -4.4808 3.8644 15.3717
C 1.8364 4.7808 15.2512
C 0.3383 5.2023 15.5320
C -0.1535 6.3575 14.6833
O 0.5905 7.5744 14.9250
C 0.2366 8.2506 16.1460
N -0.5260 4.0171 15.4928
H 1.8486 4.2209 14.3161
H 2.3495 4.2308 16.0400
H 2.5098 5.6165 15.0607
H 0.1926 5.4490 16.5837
H -1.2247 6.5564 14.7163
H -0.0014 6.0602 13.6458
H 0.8503 9.1446 16.2564
H 0.4005 7.6756 17.0574
H -0.7870 8.6151 16.2336
H -0.3030 3.3802 16.2443
H -0.2579 3.5478 14.6395
C -2.2334 -2.9820 8.4249
C -2.3000 -3.0923 6.9192
C -3.4515 -3.9953 6.4228
O -3.4788 -4.1538 5.0039
C -4.5765 -4.9360 4.5522
N -2.0930 -1.7858 6.3332
H -2.1823 -3.9754 8.8705
H -3.0076 -2.3765 8.8963
H -1.3028 -2.5145 8.7467
H -1.4395 -3.6761 6.5923
H -4.3732 -3.5062 6.7379
H -3.5218 -4.9150 7.0035
H -5.5704 -4.5843 4.8289
H -4.3832 -5.9006 5.0214
H -4.4566 -5.2445 3.5137
H -2.1050 -1.9015 5.3299
H -1.1390 -1.5000 6.5021
C -4.1923 1.4780 18.3494
C -2.9274 2.1388 17.8756
C -1.6494 1.2444 17.8926
O -0.3496 1.9170 17.5543
C 0.6970 1.0184 17.2029
N -3.1184 2.7087 16.5906
H -5.0210 2.1836 18.4078
H -4.1046 0.9109 19.2761
H -4.5592 0.7809 17.5960
H -2.7782 2.9714 18.5631
H -1.7279 0.3448 17.2822
H -1.3787 0.8420 18.8688
H 1.6394 1.5024 16.9466
H 0.3753 0.5591 16.2682
H 0.8374 0.2774 17.9898
H -3.3735 1.9130 16.0234
H -2.2365 3.0312 16.2187
C 5.3600 0.3628 11.1685
Cl 4.4938 0.4641 12.6765
Cl 7.0817 0.1295 11.4981
H 4.9968 -0.5286 10.6571
H 5.1771 1.2498 10.5621
*
```

***

No. 3
C27H69N3O9 | wB97M-V/def2-TZVPD

Values from the calculation:
Kohn-Sham gap: 8.94 eV
HOMO energy: -8.44 eV
structure (SMILES): CC1(C)CCCC(C)(C)N1O.CC1(C)CCCC(C)(C)N1O.CC1(C)CCCC(C)(C)N1O.O.O.O.O.O.O

Structure (ORCA input):
```
! RIJCOSX wB97M-V def2-TZVPD def2/J DEFGRID3
* xyz 0 1
O 1.9398 0.6996 -2.6083
H 2.1747 -0.2134 -2.4095
H 2.7643 1.1866 -2.7025
O 0.4598 4.1234 -2.9185
H 0.1779 3.5996 -3.6231
H -0.1541 3.8030 -2.2320
O 3.2903 3.4222 -2.3822
H 3.5205 3.6874 -1.4888
H 2.3540 3.6833 -2.5665
O -0.5588 0.1012 -3.6893
H -0.7254 0.5821 -4.5384
H 0.3523 0.4875 -3.4497
O -1.2783 3.9149 -5.6497
H -1.1987 4.8179 -6.0231
H -2.2040 3.8024 -5.3396
O -1.6503 2.5336 -2.4115
H -2.4076 2.5137 -1.8262
H -1.3454 1.6328 -2.5530
C 1.0152 2.9181 -0.2348
C 0.6677 2.6709 1.2364
C 0.6531 1.1459 1.4474
C 0.7304 0.6663 2.9094
C 1.9820 1.2952 3.5027
C 1.8451 2.9004 3.5226
N 1.7449 3.1264 2.0599
O 1.8728 4.5262 1.8429
C 0.7011 3.3890 4.3358
C 3.1843 3.4845 3.9931
C -0.7172 3.3422 1.4741
H 0.8833 3.9929 -0.3796
H 0.4939 2.3281 -0.9812
H 2.0836 2.6396 -0.3373
H -0.2336 0.7225 0.9914
H 1.5723 0.7935 1.0442
H 0.8300 -0.4591 2.8653
H -0.2226 0.9440 3.3992
H 2.7683 1.1669 2.7773
H 2.0758 0.9542 4.5195
H -0.2358 2.8709 4.0299
H 0.7685 3.0794 5.4034
H 0.3922 4.5106 4.1437
H 3.9525 3.3008 3.2340
H 3.1338 4.5524 4.2043
H 3.5575 2.9300 4.8011
H -0.5510 4.3553 1.2461
H -1.0352 3.1687 2.4906
H -1.2935 2.7554 0.7936
H 2.6971 4.6666 1.4048
C -2.9285 -3.0920 -0.4464
C -4.0980 -2.0910 -0.2027
C -5.3977 -2.6427 0.4017
C -5.1467 -3.0101 1.8518
C -4.8893 -1.6589 2.6182
C -3.6878 -0.8884 2.0728
N -3.8458 -0.8698 0.6033
O -2.8139 -0.0244 -0.0448
C -3.8015 0.5091 2.5844
C -2.4124 -1.5516 2.5867
C -4.3825 -1.6152 -1.6660
H -2.0782 -2.5228 -0.4397
H -3.0126 -3.4968 -1.4858
H -2.7784 -3.9024 0.2048
H -6.0917 -1.8335 0.4026
H -5.6677 -3.5352 -0.1768
H -4.2212 -3.6714 1.8698
H -6.0517 -3.4583 2.3102
H -4.6347 -1.8568 3.6550
H -5.8292 -1.0967 2.5240
H -2.9177 1.1253 2.4338
H -4.6876 0.9170 2.0789
H -4.0496 0.5352 3.6593
H -2.1982 -1.3906 3.6999
H -2.4560 -2.6191 2.3841
H -1.6010 -1.1937 2.0834
H -4.6401 -2.4930 -2.1913
H -3.4362 -1.2283 -2.0720
H -5.0939 -0.8411 -1.6850
H -1.9794 -0.5830 -0.0020
C 2.7252 -4.2916 -2.7727
C 2.1531 -2.9166 -2.6773
C 0.7781 -2.8168 -2.0182
C 0.8574 -2.9838 -0.5123
C 1.6415 -1.8561 0.1213
C 3.1119 -1.7649 -0.4295
N 2.9509 -1.8639 -1.9160
O 4.2354 -1.7367 -2.5451
C 3.6765 -0.3718 -0.0917
C 4.0191 -2.7914 0.2542
C 1.9503 -2.3673 -4.0793
H 3.7982 -4.3211 -2.9424
H 2.1636 -4.8361 -3.5116
H 2.6356 -4.7796 -1.7392
H 0.3623 -1.8398 -2.2839
H 0.1117 -3.5883 -2.3801
H 1.2704 -3.9804 -0.2531
H -0.2106 -2.8214 -0.1397
H 1.7511 -2.0027 1.2064
H 1.1132 -0.8844 -0.0066
H 4.6684 -0.3238 -0.5070
H 3.1850 0.5674 -0.5283
H 3.8392 -0.2052 0.9901
H 3.9686 -2.4803 1.3283
H 3.7066 -3.8487 0.0447
H 5.1327 -2.6806 -0.0888
H 1.1972 -2.9720 -4.6228
H 2.8690 -2.4934 -4.5839
H 1.6495 -1.2955 -4.0834
H 4.6908 -2.4883 -2.1720
*
```

***

No. 4
C27H70Cl3N7O7 | wB97M-V/def2-TZVPD

Values from the calculation:
Kohn-Sham gap: 9.59 eV
HOMO energy: -9.22 eV
structure (SMILES): COC[C@H](C)N.COC[C@H](C)N.COC[C@H](C)N.COC[C@H](C)N.COC[C@H](C)N.ClC(Cl)Cl.CN(C)C=O.CN(C)C=O

Structure (ORCA input):
```
! RIJCOSX wB97M-V def2-TZVPD def2/J DEFGRID3
* xyz 0 1
C 1.0119 -0.2537 -0.3734
Cl -0.5920 -0.1244 0.3721
Cl 1.9020 -1.5685 0.3569
Cl 1.8077 1.3224 -0.2119
H 0.8485 -0.4631 -1.4232
C -1.2494 -2.9381 2.9311
C -2.4017 -3.9009 3.0987
C -1.9166 -5.1426 3.8058
O -0.9855 -5.8327 2.9943
C -0.0699 -6.5707 3.7539
N -3.4550 -3.3376 3.9440
H -0.4263 -3.3539 2.3390
H -0.8384 -2.6455 3.9057
H -1.4626 -1.9599 2.4869
H -2.8883 -4.2483 2.1864
H -2.7312 -5.8398 4.0466
H -1.5142 -4.8627 4.7940
H 0.5662 -5.9535 4.4030
H 0.5704 -7.1256 3.0696
H -0.5711 -7.2966 4.4124
H -3.1187 -3.0778 4.8664
H -3.8404 -2.4849 3.5576
C -2.2194 6.1353 -4.1871
C -1.8077 4.9286 -4.9875
C -1.4152 3.7540 -4.1211
O -0.2560 4.0647 -3.3957
C 0.1920 2.9919 -2.6308
N -2.8920 4.4595 -5.8596
H -1.4157 6.6485 -3.6592
H -2.9511 5.8879 -3.4108
H -2.6746 6.8878 -4.8391
H -0.9021 5.1570 -5.5647
H -1.2643 2.8713 -4.7606
H -2.1988 3.4704 -3.3978
H -0.6405 2.5188 -2.0852
H 0.9316 3.3641 -1.9286
H 0.6595 2.1818 -3.2113
H -3.4960 5.2157 -6.1595
H -2.4845 4.0948 -6.7143
C 3.9984 -0.6151 -2.7509
C 4.4446 -1.6123 -3.8183
C 3.4134 -2.6934 -4.0298
O 3.2584 -3.3769 -2.8171
C 2.5123 -4.5635 -2.9309
N 4.6833 -0.8879 -5.0805
H 4.6093 0.2857 -2.7079
H 3.9779 -1.1018 -1.7754
H 2.9711 -0.2968 -2.9698
H 5.4005 -2.0368 -3.4822
H 3.8287 -3.3541 -4.8123
H 2.4664 -2.2784 -4.3931
H 3.1366 -5.3628 -3.3634
H 1.6376 -4.4890 -3.5866
H 2.2179 -4.8711 -1.9313
H 4.7942 -1.5442 -5.8447
H 5.4866 -0.2804 -5.0403
C 1.2668 -0.9037 7.1468
C 1.6183 -2.1871 6.4210
C 3.0127 -2.1321 5.7656
O 3.1568 -1.0812 4.8368
C 2.5912 -1.3523 3.5822
N 1.4482 -3.3145 7.3273
H 1.3068 -0.0150 6.5191
H 1.9968 -0.7425 7.9465
H 0.2564 -1.0049 7.5405
H 0.8768 -2.3460 5.6281
H 3.1609 -3.1262 5.3095
H 3.7563 -1.9826 6.5542
H 2.5667 -0.4025 3.0521
H 1.5659 -1.7339 3.6271
H 3.2011 -2.0672 3.0183
H 1.7389 -4.1761 6.8703
H 2.0338 -3.2563 8.1563
C -3.2840 -1.1462 -1.8794
C -2.9557 0.2070 -2.4756
C -2.2639 0.1038 -3.8064
O -0.9294 -0.3370 -3.5859
C -0.1077 -0.1623 -4.7259
N -4.1909 1.0331 -2.6352
H -2.3299 -1.6855 -1.7869
H -3.8822 -1.8141 -2.4989
H -3.6725 -1.0375 -0.8684
H -2.3258 0.7249 -1.7433
H -2.2298 1.0697 -4.3331
H -2.8120 -0.5878 -4.4653
H -0.5232 -0.7256 -5.5659
H 0.9111 -0.4158 -4.4480
H -0.0839 0.9001 -5.0140
H -4.3987 1.5116 -1.7686
H -4.0399 1.7455 -3.3415
C 4.0199 4.7268 -1.6505
O 4.6390 5.1514 -2.5988
N 3.5814 5.4691 -0.5999
C 3.8008 6.8851 -0.5202
C 2.8906 4.8493 0.5059
H 3.7125 3.6721 -1.5311
H 4.5345 7.2026 -1.2520
H 4.1949 7.1541 0.4682
H 2.8499 7.4202 -0.5987
H 1.8851 5.2749 0.6133
H 2.7161 3.7965 0.2954
H 3.4345 4.9705 1.4430
C -5.2999 1.9841 2.5326
O -6.1085 2.5253 3.2425
N -4.6676 0.8105 2.8194
C -3.9771 0.0721 1.7890
C -4.7243 0.2424 4.1523
H -4.9453 2.3782 1.5637
H -4.5623 -0.7940 1.4534
H -2.9589 -0.1882 2.0847
H -3.8812 0.6152 0.8406
H -3.7511 0.3693 4.6397
H -5.4835 0.7731 4.7212
H -4.9835 -0.8159 4.1581
*
```